DFT (ωB97M-V/def2-TZVPD) results for a cluster of 6 separate species, C16H45BO9S5 in total at a distorted geometry.

Calculated values
Frontier orbital gap, eV: 8.94

XYZ file:
```
76
Properties=species:S:1:pos:R:3:forces:R:3
C 1.72492 4.03049 -2.80238 0.2 0.0 -0.1
C 2.12478 2.65410 -2.27479 -0.3 0.9 -0.6
O 3.17996 2.12708 -3.08375 -0.3 -0.2 0.6
B 3.73823 0.93164 -2.71267 0.2 0.0 0.0
O 4.80673 0.52033 -3.44723 0.1 0.2 -0.7
C 3.21722 -0.05037 -1.58085 0.3 -0.5 -0.5
C 2.37870 -1.14161 -2.27229 -0.1 0.1 0.3
O 1.43412 -1.74741 -1.41859 -0.3 -0.2 -0.1
C 0.28845 -0.94501 -1.13679 0.7 0.1 0.0
O 4.36178 -0.65731 -0.96449 -0.3 0.4 0.3
C 4.25524 -0.84268 0.43601 0.7 -0.2 -0.2
H 0.76504 4.01381 -3.30476 -0.2 0.0 -0.1
H 2.46087 4.35086 -3.53191 0.2 0.1 -0.1
H 1.68876 4.77230 -2.01253 -0.1 0.1 0.2
H 1.25505 2.01036 -2.33185 -0.1 -0.4 0.2
H 2.43478 2.77246 -1.24287 0.2 -0.3 0.2
H 4.90174 1.12738 -4.20448 0.2 -0.3 0.4
H 2.58860 0.41533 -0.82733 -0.1 0.3 0.2
H 1.90574 -0.77061 -3.18974 -0.2 0.1 0.0
H 3.07022 -1.92075 -2.56966 0.2 -0.1 -0.1
H -0.62233 -1.44099 -1.44306 -0.2 -0.2 0.0
H 0.36673 0.00838 -1.65249 -0.1 0.2 -0.2
H 0.26481 -0.73486 -0.07219 -0.2 0.0 0.2
H 3.86335 -1.82332 0.69074 -0.4 -0.1 0.0
H 3.69077 -0.05714 0.93104 -0.3 0.1 0.0
H 5.26211 -0.80594 0.84197 0.2 0.0 0.0
C -3.82355 -4.09940 -0.75215 0.0 0.0 -0.1
S -3.78474 -2.71945 0.39317 0.0 -0.2 -0.1
O -2.62133 -1.86841 0.01423 0.0 0.0 0.0
C -3.28441 -3.66749 1.83530 0.0 0.0 0.1
H -4.08087 -3.71439 -1.73947 0.0 0.0 0.0
H -2.84111 -4.57088 -0.77972 0.0 0.0 0.1
H -4.58373 -4.81079 -0.42900 0.0 0.0 0.0
H -2.34098 -4.17169 1.62716 0.0 0.0 -0.1
H -4.06227 -4.39123 2.07723 0.0 0.0 0.0
H -3.15822 -2.97540 2.66541 0.0 0.0 0.0
C -4.01017 0.87286 1.23894 0.0 0.1 0.0
S -5.61730 0.92344 2.03325 0.0 0.0 0.0
O -6.61682 1.21222 0.96840 0.0 0.0 0.0
C -5.34796 2.45972 2.92866 0.0 0.1 0.0
H -3.99708 0.00461 0.58496 0.1 0.0 0.0
H -3.86343 1.78115 0.65386 -0.1 0.0 0.0
H -3.22858 0.77217 1.99186 0.0 0.0 0.0
H -5.11458 3.25596 2.22217 0.0 0.0 0.0
H -4.53142 2.32525 3.63796 0.0 0.0 0.0
H -6.26328 2.69970 3.46539 0.0 0.0 0.0
C -5.94916 -0.81005 -2.61272 0.0 0.0 0.0
S -6.32737 -2.23145 -3.64656 -0.1 0.1 0.1
O -5.11020 -3.09143 -3.65924 0.0 0.0 0.0
C -6.35493 -1.33302 -5.20250 0.0 0.0 -0.1
H -5.84404 -1.15755 -1.58656 0.0 0.0 0.0
H -5.01611 -0.35557 -2.94582 0.0 0.0 0.0
H -6.76785 -0.09322 -2.66736 0.0 0.0 0.0
H -5.39362 -0.84378 -5.35805 0.0 0.0 0.0
H -7.16021 -0.59923 -5.17923 0.0 0.0 0.0
H -6.53658 -2.05089 -5.99924 0.0 0.0 0.0
C 3.86087 4.62904 1.05808 0.1 0.0 0.0
S 2.21930 4.77484 1.77818 0.0 0.0 0.0
O 1.29495 5.14828 0.67415 0.0 0.0 0.0
C 2.56414 6.27348 2.70956 0.0 0.1 0.0
H 3.86002 3.76753 0.39362 0.0 0.0 0.0
H 4.09245 5.53125 0.49197 -0.1 0.0 0.0
H 4.59147 4.47474 1.85182 0.0 0.0 0.0
H 2.88393 7.06142 2.02788 0.0 0.0 0.0
H 3.33735 6.06851 3.44980 0.0 0.0 0.0
H 1.64658 6.57112 3.21201 0.0 0.0 0.0
C 5.78135 -3.59205 5.07360 0.0 0.0 0.1
S 5.21900 -3.23089 3.40423 0.0 0.0 -0.1
O 4.64329 -1.86112 3.42921 0.0 0.0 0.1
C 3.83763 -4.38111 3.41661 -0.1 -0.1 0.0
H 6.62382 -2.93867 5.28844 0.0 0.0 0.0
H 4.97454 -3.39872 5.78040 0.0 0.0 0.0
H 6.10082 -4.63260 5.13033 0.0 0.0 0.0
H 3.16298 -4.13221 4.23571 0.0 0.0 0.0
H 4.21476 -5.39808 3.52428 0.0 0.0 0.0
H 3.31629 -4.28299 2.46676 0.0 0.0 0.0
```
Positions in Å, forces in eV/Å.

These are the Löwdin partial charges, in e, on atoms 1 to 6: -0.0487 -0.2225 0.0812 -0.6067 0.1949 -0.2026



DFT (ωB97M-V/def2-TZVPD) results for a cluster of 3 separate species, C19H38BO10P2S in total at a distorted geometry.

Calculated values
Charge: -1
Frontier orbital gap, eV: 7.34

XYZ file:
```
71
Properties=species:S:1:pos:R:3:forces:R:3
C -2.76776 -4.24539 1.09377 -0.3 -0.9 0.1
C -3.57558 -3.94373 0.25889 -0.5 0.7 0.3
C -4.66603 -3.41948 -0.58220 1.1 -0.6 -0.7
C -4.22480 -2.45797 -1.74741 0.4 -0.2 1.5
O -4.48459 -1.15354 -1.30075 -0.4 -0.4 -0.8
B -3.25265 -0.62173 -0.64228 -0.1 0.3 0.2
C -3.43817 -0.63204 0.97898 -0.1 0.0 -0.6
C -3.71700 -0.73496 2.15033 0.2 0.2 0.2
O -2.15649 -1.55216 -1.03260 -0.1 -0.9 0.2
C -2.70499 -2.31347 -2.04953 0.2 1.2 -0.9
S -1.80572 -3.82405 -2.51328 -0.2 -0.8 0.1
H -2.25587 -4.78326 1.85621 0.4 0.3 -0.1
H -5.16435 -4.28843 -1.02693 -0.2 0.1 0.2
H -5.35150 -2.84495 0.03848 -0.1 -0.1 0.0
H -4.77892 -2.78334 -2.63415 0.0 0.6 -0.1
H -3.05446 0.46617 -1.16376 0.1 0.4 0.4
H -3.87882 -0.78560 3.20060 -0.1 -0.1 0.0
H -2.71159 -1.65502 -2.93687 0.0 -0.4 -0.2
H -0.52968 -3.42436 -2.67679 -0.4 0.5 0.0
O 5.11384 -3.41344 1.56292 1.5 1.9 -2.4
P 3.88886 -2.85579 0.92137 -5.1 -2.8 3.4
O 3.18795 -1.97033 2.10940 0.6 0.1 -0.6
C 3.80742 -0.74746 2.50952 0.1 0.3 0.1
C 3.70709 0.32788 1.44230 0.1 -0.1 -0.1
O 2.94726 -4.19703 0.92777 0.2 0.3 -0.4
C 3.45165 -5.49338 1.21589 0.0 -0.2 0.2
C 3.25982 -5.82966 2.68082 -0.1 0.0 0.2
O 3.05602 -2.19288 -0.29000 2.9 0.5 -0.2
C 1.79462 -2.65902 -0.82319 -0.7 -0.2 -0.6
C 0.63255 -2.44886 0.11094 0.2 0.0 0.5
H 4.85280 -0.93514 2.77547 0.0 0.0 0.0
H 3.28983 -0.41873 3.41068 -0.1 -0.1 0.0
H 4.28990 0.05970 0.55656 0.0 0.0 0.0
H 4.08541 1.27929 1.81915 0.0 0.0 0.0
H 2.67443 0.46124 1.12158 0.0 0.0 0.1
H 4.49441 -5.58869 0.91532 0.0 0.2 0.1
H 2.88154 -6.19745 0.60421 -0.1 0.1 0.0
H 3.69003 -5.06325 3.32553 0.2 0.0 -0.1
H 3.71898 -6.79050 2.92200 0.0 0.0 0.0
H 2.19608 -5.88235 2.91869 0.0 0.0 0.0
H 1.87432 -3.69319 -1.15457 0.2 -0.1 0.3
H 1.62667 -2.06755 -1.72656 0.3 0.2 0.1
H 0.73949 -3.00716 1.03980 0.1 -0.1 -0.1
H -0.29291 -2.76823 -0.36657 0.0 0.2 0.0
H 0.54120 -1.39621 0.37971 -0.1 0.0 -0.1
O 1.60708 3.80527 0.04316 2.2 1.7 -2.2
P 0.58970 4.42194 -0.85393 -5.9 -2.5 2.7
O -0.21587 5.46256 0.13595 0.7 0.1 -0.6
C 0.46086 6.63464 0.57992 0.1 0.1 0.1
C 0.68896 7.63339 -0.54188 0.1 0.0 -0.1
O -0.47132 3.19869 -0.97069 0.4 0.4 -0.4
C -0.19057 1.86115 -0.53389 -0.1 -0.5 0.3
C -0.70018 1.63414 0.86969 -0.1 0.3 0.2
O 0.05410 5.09134 -2.24025 2.8 0.4 0.3
C -1.13048 4.69347 -2.94758 -0.4 -0.3 -0.7
C -2.40772 5.05967 -2.22906 0.0 0.1 0.4
H 1.40991 6.35563 1.04843 0.0 0.0 0.0
H -0.16888 7.08371 1.34856 -0.1 -0.1 0.0
H 1.38675 7.23939 -1.28512 0.0 0.0 0.0
H 1.10485 8.56313 -0.14896 0.0 0.0 0.0
H -0.24404 7.85377 -1.06005 0.0 0.0 0.0
H 0.87221 1.63482 -0.62180 0.1 0.2 0.1
H -0.71384 1.18825 -1.21556 -0.1 0.2 0.0
H -0.31844 2.38257 1.56836 0.2 0.0 -0.1
H -0.41611 0.64395 1.22705 -0.1 0.0 0.0
H -1.78733 1.70841 0.89091 0.0 -0.2 0.0
H -1.09424 3.63633 -3.19981 0.1 -0.1 0.3
H -1.09607 5.23125 -3.89854 0.3 0.1 0.1
H -2.49666 4.55753 -1.26842 0.1 -0.1 -0.1
H -3.26717 4.77645 -2.83834 0.1 0.0 -0.1
H -2.44579 6.13402 -2.03757 0.0 0.0 -0.1
```
Positions in Å, forces in eV/Å.

These are the Löwdin partial charges, in e, on atoms 1 to 6: 0.0947 -0.1632 -0.1242 -0.3310 -0.0552 -0.7502



> Look up the frontier orbital gap of the second one.

7.34 eV



> Which of these has the highest frontier orbital gap?

C16H45BO9S5



> Which value of frontier orbital gap does entry 2 give?

7.34 eV



> Which of these has the highest frontier orbital gap?

C16H45BO9S5